C4H5N3O2 in the gas phase in a non-equilibrium geometry, computed with the ωB97M-V functional and the def2-TZVPD basis.

XYZ file:
```
14
Properties=species:S:1:pos:R:3:forces:R:3
C -1.705492 1.592799 -0.082770 1.46 1.41 1.64
N -0.481902 1.418129 -0.420138 0.01 -0.77 -0.65
N 0.287240 0.670108 0.634292 1.03 0.35 -0.70
O 1.830585 0.956521 0.458620 -2.55 2.94 0.61
C 2.473921 -0.068479 -0.061335 -0.31 -0.89 -1.57
C 1.691437 -1.146085 -0.179594 -1.18 0.19 0.58
C 0.229429 -0.693937 0.246394 0.40 -2.89 -1.26
N -0.783971 -1.520973 0.085290 2.31 1.10 -0.07
O -2.094404 -1.063458 0.235419 -1.24 -2.29 -0.67
H -1.879251 1.601993 1.016812 -0.66 -0.74 -0.77
H -2.466183 2.074354 -0.750922 1.13 -0.71 0.35
H 3.473895 0.194056 -0.559621 -1.46 -0.65 1.36
H 2.059667 -2.102135 -0.541603 -0.75 0.15 0.03
H -2.634975 -1.912888 -0.080845 1.81 2.80 1.12
```
Positions in Å, forces in eV/Å.

Kohn-Sham gap = 9.1 eV
SMILES string = C=Nn1occ/c1=N/O
Charge = 0
E = -469.92487 Ha
LUMO = 0.7 eV
Relative energy (zero: lowest compared OMol25 entry of this formula, charge and spin) = 197.6 kcal/mol
Strongest force on any atom = 3.939 eV/Å